The molecule C2H4F3N at a distorted geometry. Source: OMol25; level of theory: wB97M-V/def2-TZVPD.

ΔE to the lowest compared entry with this formula, charge and spin	15.1	kcal per mole
F_max	0.080	Eh/bohr
frontier orbital gap	10.690	eV
HOMO level	-0.3573	Ha
structure (SMILES)	NCC(F)(F)F

Structure (XYZ):
```
10
C2H4F3N | OMol25 | wB97M-V/def2-TZVPD
F 0.8750 1.3454 1.4749
F -1.2307 0.6687 1.4102
F -0.2781 1.8602 -0.1691
N -0.1573 -0.8827 -1.2103
C -0.0879 0.8607 0.7400
C 0.4881 -0.5759 -0.0181
H -1.0023 -1.4528 -1.1100
H 0.3662 -1.4703 0.6467
H 1.4961 -0.2552 -0.0277
H -0.4692 -0.0981 -1.7366
```